ORCA calculation (the ωB97M-V functional and the def2-TZVPD basis) on C6H4BBr2F24O9P4VZr as an isolated structure at a distorted geometry.

XYZ file:
```
52
Properties=species:S:1:pos:R:3:forces:R:3
Zr -1.105275 -0.209770 -0.825606 0.713 -0.926 -2.042
O 5.052274 -1.115769 2.292485 -2.504 0.932 2.397
V 3.889877 -0.721806 3.306541 1.663 -0.661 -2.758
P -1.950780 -1.734362 -3.372408 0.675 -3.834 -3.722
F -2.762289 -1.211414 -2.034694 -1.799 1.317 1.924
F -2.658114 -3.139593 -3.218169 0.390 0.379 0.117
F -3.011759 -1.289421 -4.446833 0.492 0.652 0.912
F -0.850024 -2.237134 -4.450725 -1.341 0.728 0.851
F -1.268491 -0.282235 -3.266929 0.288 1.435 -0.141
F -0.864476 -2.151376 -2.199779 1.105 0.028 1.306
P 1.837269 -0.399398 -0.817941 4.197 0.129 -2.766
F 0.794396 -0.227597 -2.045772 -1.375 1.018 -2.462
F 2.453812 -1.587122 -1.712661 0.209 0.804 1.883
F 2.864857 0.691198 -1.386734 -0.899 -1.152 1.044
F 2.597175 -0.674254 0.547957 -0.276 0.369 -0.936
F 0.869582 0.827035 -0.248548 0.448 0.779 1.259
F 0.633982 -1.345832 -0.323294 -0.774 -2.036 1.901
P -1.914680 2.691533 -1.263070 -1.584 4.470 -2.540
F -3.100810 3.239904 -0.361723 0.918 -0.251 -0.383
F -0.839791 3.795615 -0.879962 -0.661 -0.664 -0.017
F -1.370516 1.786921 -0.046448 -0.111 -1.327 3.605
F -0.853833 1.765495 -2.045692 3.499 -0.116 -1.615
F -2.781693 1.383861 -1.687562 -2.657 -1.837 1.012
F -2.349490 3.448406 -2.587230 0.209 -0.501 0.935
P -1.258870 -3.332250 1.259372 0.287 -4.957 2.870
F 0.016916 -2.641866 1.992413 0.246 0.731 -0.578
F -1.508367 -2.020258 0.244388 -0.270 2.399 -1.550
F -0.283257 -4.012896 0.197598 -0.334 1.052 -0.237
F -2.550764 -3.937733 0.572799 0.140 0.058 0.025
F -1.069238 -4.652172 2.231796 -0.623 1.597 -0.594
F -2.166295 -2.517816 2.310616 -0.204 -0.051 0.123
O -2.971133 1.871478 7.213795 0.634 -0.851 -0.590
C -2.325472 1.177768 6.482874 -1.863 3.352 1.950
O -1.565143 1.495244 5.521544 1.005 0.359 -0.828
B -1.064590 0.311932 4.825718 0.152 -0.689 -0.477
O -1.646599 -0.788881 5.594966 -0.037 -0.184 0.496
C -2.369469 -0.377217 6.594935 -0.802 -4.779 1.333
O -2.942746 -1.058708 7.424585 1.247 2.256 -1.851
O -1.535483 0.236953 3.446019 -1.280 0.670 0.499
C -0.569875 0.256530 2.624952 -0.339 -1.278 -2.699
O -0.657034 0.031397 1.420255 -0.195 0.700 1.543
C 0.718202 0.280353 3.416633 0.937 -1.063 0.327
O 0.407658 0.196902 4.687122 -0.027 0.700 -0.032
O 1.824310 0.148672 2.932855 0.461 0.124 0.667
Br 1.649514 2.459443 -3.781045 0.802 0.064 -0.159
C 3.570018 2.052687 -4.035404 0.597 -0.132 -0.956
C 4.016695 2.533904 -5.451976 -0.595 -0.546 1.841
Br 5.811523 1.878307 -5.868700 -0.499 0.108 0.159
H 3.674619 0.969776 -4.037346 -0.232 0.027 0.308
H 4.154265 2.478022 -3.223663 -0.240 0.120 0.005
H 4.054778 3.618610 -5.449572 -0.193 -0.094 -0.574
H 3.274636 2.038933 -6.072730 0.399 0.571 -0.783
```
Forces are in eV/Å.

Computed properties:
Charge   +1
Multiplicity   2
Strongest force on any atom   5.7 eV Å⁻¹
E_LUMO (spin up / spin down)   -0.2138 / -0.3602 Eh
Expectation value of S²   0.7641


ORCA calculation (the ωB97M-V functional and the def2-TZVPD basis) on a 2-piece molecular cluster, C3H6NP overall at a distorted geometry.

XYZ file:
```
11
Properties=species:S:1:pos:R:3:forces:R:3
C -2.821084 -0.716979 0.707710 2.033 -0.271 -0.470
C -0.408989 0.579770 -0.750606 3.899 -2.390 -1.622
C 0.056550 -0.270149 0.448383 0.642 -0.344 -1.455
N -3.861768 -0.256081 0.699168 -1.569 0.634 -0.031
P -1.223347 -1.561047 0.698377 -0.354 0.076 4.465
H 0.390817 1.306912 -0.910857 -0.460 0.346 -0.190
H -0.388730 -0.087813 -1.689646 -0.412 1.062 1.258
H -1.327131 0.988793 -0.580967 -2.391 1.298 0.229
H 0.168529 0.355958 1.313156 0.198 0.108 0.385
H 1.069059 -0.796583 0.191720 -1.920 0.823 0.624
H -1.335404 -1.144429 2.526273 0.333 -1.342 -3.193
```
Forces are in eV/Å.

Computed properties:
Relative energy (zero: lowest compared OMol25 entry of this formula, charge and spin)   25.9 kcal per mole
Charge   0
Multiplicity   1
Strongest force on any atom   4.9 eV Å⁻¹
E_LUMO   -0.0116 Eh


ORCA calculation (the ωB97M-V functional and the def2-TZVPD basis) on C24H18Cl2IrN5O4S2 as an isolated structure.

XYZ file:
```
56
Properties=species:S:1:pos:R:3:forces:R:3
Ir 1.463689 -0.310490 -0.014175 -0.096 0.053 0.469
C 3.877341 1.465039 4.439287 -0.001 0.020 -0.012
O 3.953715 1.088545 3.062108 0.000 -0.036 0.018
C 2.861860 0.783178 2.382409 -0.171 0.091 -0.264
O 2.984416 0.521696 1.189272 0.194 -0.243 0.229
N 1.670597 0.817079 3.027040 0.052 0.006 0.118
N 0.513936 0.475563 2.325050 0.174 0.081 -0.537
H 4.897742 1.684632 4.732340 0.000 0.004 0.009
H 3.502504 0.641469 5.049916 0.007 -0.006 0.002
H 3.264064 2.357909 4.566932 -0.005 -0.001 -0.006
H 1.631844 0.892893 4.029606 -0.026 0.002 -0.006
H -0.204215 1.181914 2.430227 0.009 0.051 0.069
H 0.183857 -0.447562 2.581618 -0.100 -0.033 -0.058
S 2.048050 1.309799 -1.502878 -0.067 -0.074 0.165
C 2.885157 0.418004 -2.753056 -0.045 0.014 -0.007
C 3.240356 1.059343 -3.934559 0.044 -0.003 -0.103
C 3.896856 0.372860 -4.946476 -0.042 0.063 0.041
C 4.248235 1.064341 -6.155067 0.047 -0.056 -0.004
N 4.536048 1.623361 -7.117010 -0.030 0.022 0.015
C 4.201219 -0.986334 -4.778017 -0.002 -0.044 0.044
C 3.849128 -1.623734 -3.595755 0.051 -0.006 -0.092
C 3.206645 -0.929196 -2.578406 0.049 -0.008 0.004
S 2.865337 -1.737391 -1.062227 -0.191 0.159 -0.012
C 4.862713 -1.731178 -5.811778 -0.038 0.015 -0.019
N 5.381340 -2.344951 -6.633443 0.015 -0.002 0.023
H 3.002656 2.106166 -4.073630 -0.006 -0.004 0.011
H 4.083255 -2.673266 -3.470954 -0.002 0.005 0.012
Cl -1.784681 1.802094 -0.199971 0.028 0.036 -0.036
C -2.363184 1.747519 1.425816 -0.046 -0.082 0.024
C -2.361849 2.913246 2.174959 0.002 -0.001 0.037
C -2.684477 2.874291 3.523709 0.005 0.020 -0.028
C -3.005682 1.666293 4.120445 -0.006 -0.041 -0.008
C -3.039024 0.512952 3.355047 0.052 0.051 -0.035
Cl -3.429453 -0.994484 4.122683 -0.010 -0.023 0.020
C -2.737985 0.511548 1.985428 -0.032 0.184 0.006
N -2.713616 -0.663183 1.260331 0.310 -0.195 -0.012
C -3.352971 -0.889036 0.025370 0.033 -0.069 -0.031
C -4.421345 -0.103003 -0.381000 -0.059 -0.016 -0.034
C -5.050785 -0.356950 -1.589360 -0.011 0.025 0.054
C -4.630811 -1.411825 -2.380832 0.010 -0.034 -0.051
C -3.561416 -2.193723 -1.968613 0.036 0.037 -0.058
C -2.894157 -1.939249 -0.779581 -0.017 -0.040 0.069
C -1.693680 -2.777774 -0.382669 0.005 0.242 -0.010
C -0.471463 -1.928364 -0.108339 -0.079 0.014 -0.080
O -0.073114 -1.140904 -1.028939 -0.147 -0.086 0.201
O 0.165632 -1.953208 0.981006 0.171 -0.075 -0.257
H -2.076475 3.839797 1.695874 -0.006 -0.005 0.000
H -2.677414 3.783262 4.109196 0.001 -0.002 -0.004
H -3.249612 1.608155 5.172029 0.001 0.001 -0.002
H -2.495966 -1.489991 1.794077 -0.098 -0.015 0.039
H -4.760733 0.706419 0.254023 -0.004 -0.008 -0.004
H -5.878639 0.265229 -1.903085 0.003 0.003 0.004
H -5.123245 -1.619700 -3.321057 0.006 -0.008 0.001
H -3.214826 -3.004053 -2.598571 -0.004 0.000 -0.002
H -1.442638 -3.423543 -1.224303 0.031 -0.058 0.022
H -1.884738 -3.421497 0.477950 0.009 0.072 0.064
```
Forces are in eV/Å.

Computed properties:
Relative energy (zero: lowest compared OMol25 entry of this formula, charge and spin)   15.2 kcal per mole
Charge   0
Multiplicity   1
Strongest force on any atom   0.6 eV Å⁻¹
E_LUMO   -0.0176 Eh


ORCA calculation (the ωB97M-V functional and the def2-TZVPD basis) on an isolated molecule of C2H4N2OS at a distorted geometry.

XYZ file:
```
10
Properties=species:S:1:pos:R:3:forces:R:3
H -1.121144 -1.609529 0.329544 -2.233 0.425 0.041
N -2.152437 -1.331206 0.539564 2.559 -0.804 -0.128
C -2.306501 -0.105757 0.378175 0.124 1.674 0.020
N -1.294559 0.861415 -0.282730 -0.479 0.718 3.194
O -0.126965 0.073349 -0.582084 -0.167 1.091 1.442
C 0.951653 0.367151 0.217421 -3.152 3.381 1.398
S 2.368685 -0.030592 -0.209843 3.234 -1.248 -0.506
H -3.297803 0.315709 0.733181 1.373 0.213 -0.928
H -0.960819 1.688155 0.487309 -1.275 -2.926 -2.520
H 0.754584 1.228514 1.092722 0.015 -2.523 -2.012
```
Forces are in eV/Å.

Computed properties:
Relative energy (zero: lowest compared OMol25 entry of this formula, charge and spin)   115.9 kcal per mole
Charge   0
Multiplicity   1
SMILES   [H]/N=C\NOC=S
Strongest force on any atom   4.8 eV Å⁻¹
E_LUMO   -0.0040 Eh


ORCA calculation (the ωB97M-V functional and the def2-TZVPD basis) on C20H24BGeN7O3RuS as an isolated structure at a distorted geometry.

XYZ file:
```
58
Properties=species:S:1:pos:R:3:forces:R:3
Ru 0.516326 -1.266078 0.413083 0.343 -0.092 1.280
C 0.250116 0.638113 4.135992 -0.006 -0.030 -0.008
C 0.879095 -0.164411 3.184254 -0.051 -0.088 0.104
N 0.067568 -0.335437 2.139839 0.034 0.736 -0.180
N -1.058502 0.342063 2.383984 -0.172 -0.339 0.033
C -0.981003 0.939959 3.578192 0.004 -0.087 0.033
B -2.085985 0.474681 1.235353 0.005 -0.036 -0.017
N -0.760325 1.208234 -0.949985 -0.222 -0.090 0.122
C -0.568233 1.851993 -2.112651 -0.131 -0.017 -0.046
C 0.156529 1.035164 -2.952925 -0.043 -0.056 -0.029
C 0.376899 -0.117830 -2.208215 -0.053 -0.024 -0.067
N -0.173404 -0.000098 -0.995533 0.846 0.281 -0.355
N -2.350349 -0.959822 0.645991 -0.034 0.002 0.124
C -3.552714 -1.466551 0.330167 -0.017 0.012 0.015
C -3.398168 -2.764659 -0.110853 -0.003 0.007 0.011
C -2.025550 -2.994939 -0.022391 0.033 -0.075 0.143
N -1.407928 -1.918001 0.450396 -0.166 0.169 -0.565
H 0.633243 0.945339 5.092458 -0.006 -0.003 0.004
H 1.848760 -0.633803 3.202024 0.035 0.072 -0.037
H -1.804100 1.527674 3.948358 0.001 0.001 0.004
H -3.132069 0.813876 1.731179 -0.007 0.042 -0.004
H -0.979200 2.831911 -2.270600 0.014 -0.031 0.013
H 0.462565 1.239430 -3.962856 0.014 0.000 0.001
H 0.903841 -1.022970 -2.469118 0.046 0.035 0.013
H -4.440031 -0.871151 0.457270 -0.002 -0.012 0.006
H -4.164235 -3.445607 -0.435345 0.001 -0.004 0.002
H -1.451603 -3.875685 -0.260462 0.000 0.005 -0.025
O 2.805688 -4.922473 -0.726140 0.006 0.026 0.004
S 2.965371 -3.638629 -1.341789 0.053 0.007 0.005
O 2.632537 -3.495943 -2.731644 -0.005 -0.014 0.013
N 2.217946 -2.466658 -0.470068 -0.233 -0.174 -0.373
C 3.065750 -1.523456 -0.050481 -0.122 -0.011 -0.258
O 2.596128 -0.503584 0.502623 -0.103 -0.212 -0.014
C 4.492852 -1.817648 -0.333214 0.005 0.031 0.063
C 5.619822 -1.102914 0.030042 -0.016 0.004 -0.016
C 6.857509 -1.615258 -0.336923 0.007 0.003 -0.002
C 6.955178 -2.809262 -1.046231 0.004 -0.010 -0.005
C 5.819749 -3.523909 -1.412837 -0.003 0.022 -0.025
C 4.599319 -2.999777 -1.043830 0.017 -0.034 0.011
H 5.527260 -0.178338 0.583893 0.001 -0.002 0.003
H 7.760283 -1.083827 -0.066582 -0.003 0.003 0.001
H 7.932131 -3.188936 -1.315205 -0.001 0.003 -0.003
H 5.890553 -4.451462 -1.964302 -0.001 -0.003 0.004
C -3.520801 3.693623 1.530223 0.005 -0.010 -0.009
Ge -3.051541 2.862964 -0.177649 0.006 -0.003 -0.036
C -4.565854 1.866103 -0.911242 0.014 0.003 0.006
C -2.677086 4.352984 -1.409706 -0.012 -0.007 0.012
C -1.520490 1.654665 0.217898 -0.081 0.017 -0.020
H -4.325584 4.413490 1.375142 0.002 0.001 0.000
H -2.664782 4.228947 1.944262 0.004 -0.004 -0.004
H -3.854289 2.955166 2.257053 0.000 -0.004 0.000
H -5.322691 2.566577 -1.266920 0.004 -0.001 -0.007
H -5.020581 1.232893 -0.150989 0.003 0.006 0.005
H -4.258915 1.239342 -1.749486 0.008 -0.007 0.007
H -3.470551 5.091619 -1.282797 0.007 0.004 0.009
H -2.685299 4.043862 -2.455222 -0.009 0.003 0.005
H -1.727336 4.843398 -1.191815 0.007 -0.012 0.002
H -0.833838 2.265020 0.816337 -0.031 -0.007 0.046
```
Forces are in eV/Å.

Computed properties:
Relative energy (zero: lowest compared OMol25 entry of this formula, charge and spin)   19.5 kcal per mole
Charge   0
Multiplicity   1
Strongest force on any atom   1.3 eV Å⁻¹
E_LUMO   0.0004 Eh


ORCA calculation (the ωB97M-V functional and the def2-TZVPD basis) on C5H11O4Sm as an isolated structure at a distorted geometry.

XYZ file:
```
21
Properties=species:S:1:pos:R:3:forces:R:3
O 0.676077 -0.663481 -2.372197 0.712 -2.153 -0.848
C 0.779344 0.546731 -2.537395 0.714 3.218 -1.288
C 0.772749 1.480197 -1.371296 0.301 0.860 -0.760
O 0.396974 0.749048 -0.237971 -0.369 -0.316 0.313
C 0.503542 1.393093 1.035231 0.177 0.588 0.397
C -0.072913 0.486481 2.105803 -0.123 0.031 0.085
O 0.687450 -0.659026 2.354406 0.308 -0.165 0.096
C 0.310190 -1.844252 1.598738 0.597 0.283 2.293
Sm -0.022244 -1.553377 -0.594823 -0.929 -1.591 -0.683
H 1.054485 0.963672 -3.520231 -0.306 -0.090 0.273
H 0.077037 2.310350 -1.587621 0.163 -0.099 0.322
H 1.783243 1.910261 -1.253242 -0.176 0.001 0.144
H -0.058641 2.339116 1.019654 0.080 -0.210 -0.110
H 1.562829 1.617841 1.228906 -0.236 -0.123 -0.004
H -1.110208 0.217375 1.831864 0.062 0.115 0.091
H -0.115264 1.080009 3.031819 -0.029 -0.200 -0.207
H 1.138209 -2.556529 1.758947 -0.093 0.052 0.111
H -0.567110 -2.298738 2.100263 -0.015 -0.058 0.003
O -2.284304 -1.766414 -1.325605 -0.754 0.568 -0.888
H -2.842814 -2.543671 -1.220271 -0.324 0.045 -0.088
H -2.668632 -1.208686 -2.044980 0.242 -0.757 0.748
```
Forces are in eV/Å.

Computed properties:
Relative energy (zero: lowest compared OMol25 entry of this formula, charge and spin)   2.8 kcal per mole
Charge   +1
Multiplicity   7
Strongest force on any atom   3.5 eV Å⁻¹
E_LUMO (spin up / spin down)   -0.1390 / -0.1388 Eh
Expectation value of S²   12.0618